Here is C37H26N7O3ReS2 as an isolated structure in a non-equilibrium geometry from OMol25. Energies are from the ωB97M-V functional and the def2-TZVPD basis.

Calculated values
Charge: +1
Max |F|: 1.43 eV/Å
Lowest unoccupied orbital energy (alpha / beta): -0.1735 / -0.1762 hartree
Spin multiplicity: 2
<S²>: 0.79
Electronic energy: -2908.91984 Ha
HOMO-LUMO gap (alpha / beta): 5.42 / 5.17 eV
E_HOMO (alpha / beta): -10.1 / -10.0 eV
ΔE to the lowest compared entry with this formula, charge and spin: 100.5 kcal/mol

Structure (XYZ):
```
76
C37H26N7O3ReS2, DFT the ωB97M-V functional and the def2-TZVPD basis
Re -0.878 0.345 0.208
N 2.023 -4.531 8.814
C 1.806 -3.949 7.848
C 1.508 -3.238 6.642
C 2.262 -3.459 5.491
C 1.929 -2.809 4.316
C 0.840 -1.945 4.278
C 0.117 -1.692 5.441
C 0.447 -2.334 6.621
C 0.415 -1.306 3.004
C -0.604 -1.924 2.275
C -1.187 -3.239 2.534
C -2.052 -3.524 1.558
C -2.036 -2.395 0.576
N -1.153 -1.382 1.173
C 1.061 -0.148 2.576
C 2.144 0.492 3.226
C 2.476 1.595 2.467
C 1.595 1.619 1.378
N 0.752 0.579 1.424
H 3.105 -4.136 5.525
H 2.507 -2.981 3.416
H -0.705 -0.988 5.418
H -0.109 -2.138 7.528
H -0.937 -3.857 3.381
H -2.637 -4.419 1.419
H -3.015 -1.971 0.354
H 2.595 0.169 4.149
H 3.262 2.303 2.668
H 1.539 2.351 0.588
C -1.389 2.616 -3.355
C -1.747 3.883 -2.911
C -1.769 4.139 -1.551
C -1.443 3.131 -0.657
N -1.008 1.918 -1.100
C -0.991 1.681 -2.425
C -1.663 3.160 0.787
C -1.915 4.301 1.542
C -2.196 4.187 2.892
C -2.248 2.934 3.489
C -1.971 1.793 2.748
C -1.662 1.888 1.397
H -1.391 2.358 -4.402
H -2.022 4.651 -3.622
H -2.074 5.103 -1.170
H -0.627 0.711 -2.738
H -1.868 5.282 1.085
H -2.372 5.075 3.484
H -2.488 2.849 4.541
H -1.981 0.822 3.230
O -0.257 -3.455 -0.626
C -1.238 -2.788 -0.690
N 2.480 3.234 -6.256
C 2.397 1.977 -5.712
C 1.798 0.931 -6.428
C 1.613 -0.303 -5.836
C 2.025 -0.503 -4.524
C 2.650 0.512 -3.810
C 2.835 1.743 -4.399
S 1.785 -2.080 -3.770
O 2.937 -2.411 -3.006
O 1.297 -2.983 -4.780
N 0.538 -1.860 -2.643
C -0.693 -2.110 -2.937
S -1.479 -2.262 -4.504
C -3.047 -2.250 -3.724
C -2.972 -2.228 -2.399
N -1.647 -2.166 -1.912
H 2.368 3.326 -7.250
H 3.104 3.896 -5.826
H 1.494 1.093 -7.455
H 1.176 -1.127 -6.381
H 3.002 0.309 -2.806
H 3.331 2.542 -3.862
H -3.945 -2.304 -4.314
H -3.795 -2.302 -1.708
```

***

Here is C37H27N6O6RhS2 as an isolated structure from OMol25. Energies are from the ωB97M-V functional and the def2-TZVPD basis.

Calculated values
Charge: 0
Max |F|: 0.43 eV/Å
Lowest unoccupied orbital energy: -0.0387 hartree
Electronic energy: -3113.28246 Ha
HOMO-LUMO gap: 6.74 eV
E_HOMO: -7.8 eV
ΔE to the lowest compared entry with this formula, charge and spin: 1.8 kcal/mol

Structure (XYZ):
```
79
C37H27N6O6RhS2, DFT the ωB97M-V functional and the def2-TZVPD basis
Rh -0.938 -0.026 0.145
O -0.394 -4.934 -4.538
C -1.039 -3.889 -4.722
O -1.789 -3.521 -5.640
C -0.942 -2.873 -3.540
C -1.702 -1.708 -3.551
C -1.639 -0.854 -2.467
N -0.846 -1.159 -1.435
C -0.110 -2.271 -1.387
C -0.131 -3.154 -2.450
C 0.613 -2.431 -0.110
C 1.446 -3.501 0.166
C 2.076 -3.565 1.397
C 1.869 -2.548 2.315
C 1.020 -1.509 1.980
N 0.396 -1.459 0.806
C -2.397 0.397 -2.271
C -3.217 0.944 -3.239
C -3.853 2.146 -2.983
C -3.651 2.773 -1.765
C -2.826 2.169 -0.833
N -2.224 1.009 -1.077
H -2.326 -1.532 -4.417
H 0.425 -4.082 -2.471
H 1.588 -4.274 -0.575
H 2.711 -4.406 1.639
H 2.347 -2.559 3.283
H 0.819 -0.687 2.649
H -3.341 0.437 -4.185
H -4.496 2.590 -3.731
H -4.124 3.715 -1.529
H -2.628 2.609 0.134
C 2.026 3.770 4.734
C 1.148 3.766 3.530
C 1.210 4.674 2.511
C 0.360 4.492 1.408
N -0.473 3.464 1.317
C -0.499 2.556 2.293
S -1.467 1.145 2.247
N 0.264 2.757 3.404
C 0.344 5.473 0.282
H 2.371 4.776 4.958
H 2.896 3.141 4.536
H 1.507 3.370 5.606
H 1.903 5.501 2.553
H 0.235 2.017 4.094
H 1.301 5.984 0.186
H -0.429 6.221 0.470
H 0.100 4.964 -0.647
O -0.993 -7.834 0.813
C -0.686 -6.822 1.650
O 0.086 -7.007 2.551
C -1.321 -5.494 1.386
C -1.302 -4.562 2.423
C -1.799 -3.289 2.229
C -2.299 -2.904 0.983
S -2.882 -1.261 0.699
C -2.362 -3.852 -0.037
C -1.874 -5.136 0.162
H -1.675 -7.565 0.186
H -0.877 -4.858 3.373
H -1.790 -2.565 3.035
H -2.761 -3.566 -1.002
H -1.885 -5.818 -0.682
O 1.887 1.284 1.590
C 1.737 1.570 0.410
N 0.711 1.171 -0.404
C 0.882 1.719 -1.669
O 0.173 1.540 -2.633
C 2.111 2.582 -1.638
C 2.693 3.370 -2.607
C 3.844 4.070 -2.249
C 4.382 3.965 -0.969
C 3.783 3.159 -0.002
C 2.641 2.479 -0.369
H 2.271 3.437 -3.601
H 4.336 4.701 -2.978
H 5.283 4.514 -0.727
H 4.197 3.060 0.993
```